Entry from the OMol25 dataset: an isolated molecule of C3H5NO2 (ωB97M-V with the def2-TZVPD basis set).

ΔE to the lowest compared entry with this formula, charge and spin: 389.7 kJ/mol
HOMO: -0.308 Eh
Spin multiplicity: 1
HOMO-LUMO gap: 6.83 eV
Electronic energy: -8773.6562 eV

Last column: natural (NBO) charge in e.
Cartesian coordinates (Å):
N: 1.56613 0.06865 0.19151  -0.920
C: 0.75912 -0.67091 -0.55416  0.539
C: -0.56074 -0.94657 0.20126  -0.155
O: -1.39555 0.32071 0.32042  -0.340
C: -0.82549 1.42650 0.33873  0.329
O: 0.83214 -1.11523 -1.70650  -0.681
H: 2.41794 0.23482 -0.34789  0.351
H: -1.23171 -1.60878 -0.34078  0.219
H: -0.41832 -1.25129 1.23918  0.219
H: -1.49988 2.28246 0.39058  0.174
H: 0.29404 1.41647 0.30292  0.264